{"formula": "C5H8", "method": "ωB97M-V with the def2-TZVPD basis set", "smiles": "CCC1C=C1", "e_tot_ev": -5310.28998, "de_lowest_kcal_mol": 89.4, "lumo_energy_ev": 1.32, "species": ["C", "C", "C", "C", "C", "H", "H", "H", "H", "H", "H", "H", "H"], "xyz": [[1.5174, 0.8842, -0.2000], [-0.5489, -0.8705, -0.1783], [-1.7975, 0.4627, 0.0439], [0.7114, -0.1839, 0.3974], [2.1369, -0.2518, 0.0002], [-2.2645, 0.0239, 0.9427], [1.5799, 1.8102, -0.6150], [-2.3487, 0.4477, -0.8118], [0.6325, 0.0065, 1.4051], [-0.9834, -1.6808, 0.2780], [-0.4219, -1.0024, -1.2042], [2.9789, -0.9359, -0.2284], [-1.1922, 1.2902, 0.1705]], "forces_ev_per_a": [[1.3, -2.8, -0.1], [-0.3, 6.0, 0.2], [3.0, -5.4, 1.8], [-1.3, -1.4, 0.1], [0.6, -0.1, -1.4], [-0.2, 1.0, -0.5], [0.0, 2.4, -1.0], [-1.9, 0.2, -2.1], [-0.9, -0.1, 2.6], [-0.4, -2.0, 1.3], [0.0, -0.4, -1.8], [-0.7, 0.9, 0.4], [0.7, 1.8, 0.5]]}


{"formula": "C5H10N2O", "method": "ωB97M-V with the def2-TZVPD basis set", "e_tot_ev": -10367.75418, "de_lowest_kcal_mol": 174.1, "lumo_energy_ev": [-0.67, -0.07], "species": ["O", "N", "N", "C", "C", "C", "C", "C", "H", "H", "H", "H", "H", "H", "H", "H", "H", "H"], "xyz": [[-1.8065, 0.8125, 1.0750], [-1.2337, 0.3131, -0.0945], [1.5226, -1.4110, -0.9218], [0.9425, 0.1943, 1.0630], [0.1350, 0.6581, -0.1389], [-0.8927, -1.7672, 0.3470], [0.5467, 1.8036, -1.0316], [0.7985, -0.6778, -0.1530], [1.5017, -1.0833, -1.8890], [1.6325, 1.8497, -1.1168], [-1.5731, -1.5943, 1.1750], [-1.3725, -2.0603, -0.5787], [1.9335, 0.6211, 1.1720], [0.1195, 1.6764, -2.0275], [-0.1753, -2.5182, 0.6680], [0.4370, -0.0271, 1.9930], [0.1918, 2.7518, -0.6244], [-2.7075, 0.4585, 1.0834]], "forces_ev_per_a": [[0.3, -0.1, -0.2], [-0.4, -0.8, 0.5], [0.0, 0.1, 0.3], [-0.2, -0.6, 0.1], [0.6, -0.1, -0.4], [-0.7, -0.2, 0.4], [-0.2, 0.0, 0.2], [0.7, 1.2, -0.4], [-0.3, -0.1, 0.0], [0.0, 0.0, 0.0], [-0.2, 0.1, -0.1], [0.0, 0.1, 0.1], [0.0, -0.1, 0.0], [0.0, 0.0, 0.0], [0.3, 0.2, -0.1], [-0.1, 0.1, 0.0], [0.0, 0.0, 0.0], [0.1, 0.1, -0.2]]}


{"formula": "C29H64N11O6P3", "method": "ωB97M-V with the def2-TZVPD basis set", "smiles": "NCc1ccc2c(c1CC=O)C(=O)NC2=O.CN(C)P(=O)(N(C)C)N(C)C.CN(C)P(=O)(N(C)C)N(C)C.CN(C)P(=O)(N(C)C)N(C)C", "e_tot_ev": -87637.96639, "lumo_energy_ev": -1.22, "species": ["P", "P", "P", "O", "O", "O", "O", "O", "O", "N", "N", "N", "N", "N", "N", "N", "N", "N", "N", "N", "C", "C", "C", "C", "C", "C", "C", "C", "C", "C", "C", "C", "C", "C", "C", "C", "C", "C", "C", "C", "C", "C", "C", "C", "C", "C", "C", "C", "C", "H", "H", "H", "H", "H", "H", "H", "H", "H", "H", "H", "H", "H", "H", "H", "H", "H", "H", "H", "H", "H", "H", "H", "H", "H", "H", "H", "H", "H", "H", "H", "H", "H", "H", "H", "H", "H", "H", "H", "H", "H", "H", "H", "H", "H", "H", "H", "H", "H", "H", "H", "H", "H", "H", "H", "H", "H", "H", "H", "H", "H", "H", "H", "H"], "xyz": [[5.9220, 1.6407, -6.2325], [-7.5827, 2.7075, 3.5628], [-1.6266, -2.2247, 1.6023], [-0.4550, -3.1259, 1.1659], [-6.4496, 1.7562, 3.1354], [5.6298, 0.2236, -5.7046], [5.1091, 1.0017, -0.6373], [8.7793, -0.2409, 0.5742], [10.6784, -4.2484, -0.4247], [-8.8370, 3.8625, 4.0409], [-2.9260, -1.1268, 2.0903], [-1.9173, -3.0272, 3.0770], [-2.6318, -2.6499, 0.2735], [3.0419, -3.0886, 1.6305], [-7.8943, 1.9408, 5.0521], [6.5160, 2.2518, -4.7583], [-8.6119, 2.2991, 2.2469], [4.2814, 1.9865, -6.6188], [9.9296, -2.3748, 1.0220], [6.2999, 3.2380, -6.8993], [-9.6496, 1.2878, 2.2728], [-8.8868, 5.0934, 3.2598], [-0.9094, -2.7616, 4.1041], [-6.8704, 2.1846, 6.0690], [3.3376, 2.6630, -5.7517], [5.7260, 2.5231, -3.5736], [6.0704, -2.4390, 0.5895], [-7.9209, 2.2068, 0.9525], [6.3513, 4.5284, -6.2445], [-3.0184, 0.1143, 1.3285], [-1.9306, -2.6945, -1.0178], [3.5761, 0.8799, -7.2810], [9.8047, -3.6044, 0.1853], [-2.4801, -4.3536, 3.2226], [7.4586, -5.2275, -0.1081], [5.4475, -1.0037, 0.8902], [8.2449, -3.9296, 0.1644], [5.8964, -5.1215, 0.0195], [8.7732, -1.4796, 0.6964], [-9.9827, 3.6825, 4.9081], [5.2232, -3.7388, 0.3596], [-3.6305, -3.7000, 0.2764], [-8.5061, 0.6392, 5.2226], [5.4365, -0.2025, -0.5229], [7.8487, 1.7596, -4.4072], [7.6103, -2.5503, 0.5024], [-4.0694, -1.3633, 2.9469], [6.3078, 3.3241, -8.3550], [3.6286, -3.7350, 0.4152], [-5.8603, 2.1102, 5.6536], [6.4391, 5.3479, -6.9662], [-7.1472, 2.9750, 0.8674], [0.1054, -2.7907, 3.6941], [7.9472, 0.6858, -4.5958], [3.1756, 2.1173, -4.8166], [5.4630, 4.7422, -5.6498], [9.9735, -2.6490, 2.0226], [4.8813, 3.1760, -3.7804], [7.0734, 4.0186, -8.7137], [-7.9020, 5.3202, 2.8412], [-3.7192, 0.0143, 0.4936], [-1.1862, -1.8962, -1.0855], [2.1725, -3.5998, 1.8896], [2.6755, -2.1728, 1.2992], [2.7324, 1.2527, -7.8734], [-6.9940, 3.1938, 6.4799], [-4.6288, -2.2594, 2.6768], [-10.6669, 4.5365, 4.8611], [-2.0403, 0.3852, 0.9198], [-3.3334, 0.9512, 1.9583], [3.1957, 0.1506, -6.5585], [-4.4229, -3.5013, 0.9959], [-7.8557, -0.1657, 4.8719], [6.5434, 2.3502, -8.7939], [-8.7567, 0.4643, 6.2732], [-10.1735, 1.2350, 1.3133], [8.0137, -6.1813, -0.3740], [3.2633, -4.8311, 0.4207], [-1.7977, -5.1275, 2.8629], [5.2433, -6.0503, -0.1624], [-2.6296, -2.5413, -1.8480], [6.1747, -0.4450, 1.5951], [2.3641, 2.7758, -6.2394], [5.3519, 1.6058, -3.1164], [-9.1655, 5.9519, 3.8778], [3.6498, 3.6827, -5.5329], [5.7479, -0.7938, -1.4692], [8.6029, 2.2798, -5.0102], [-10.4295, 1.5280, 2.9934], [4.4260, -1.0157, 1.3914], [-2.7298, -4.5552, 4.2686], [-0.9449, -3.4723, 4.9338], [-7.4465, 1.2299, 0.8142], [-6.9276, 1.4893, 6.9104], [6.3122, 3.0769, -2.8345], [-3.1910, -4.6834, 0.4723], [-4.1465, -3.7567, -0.6871], [-4.7850, -0.5343, 2.9088], [7.2282, 4.6064, -5.5955], [5.3322, 3.6416, -8.7379], [-1.0737, -1.7648, 4.5306], [-1.4186, -3.6504, -1.1690], [-9.5961, 5.0070, 2.4303], [-9.4609, 0.5609, 4.7085], [-9.6760, 3.6026, 5.9549], [-8.6188, 2.3729, 0.1239], [4.2378, 0.3557, -7.9762], [-3.4283, -4.4595, 2.7012], [-3.7654, -1.4482, 3.9942], [8.1064, 1.9304, -3.3588], [3.1665, -3.2568, -0.5189], [-9.2464, 0.2917, 2.4824], [-10.5767, 2.8040, 4.6555]], "forces_ev_per_a": [[-4.0, 2.9, 4.9], [-4.6, -5.2, 0.8], [-4.6, -5.2, 0.7], [1.6, 3.2, 0.2], [1.6, 3.2, 0.1], [2.4, -0.5, -2.7], [1.0, -4.1, 0.7], [0.0, -4.7, 0.7], [-2.6, 2.7, 2.7], [2.1, 2.1, -0.8], [2.1, 2.1, -0.9], [-0.4, -0.5, 1.8], [0.2, 0.4, -2.4], [-0.7, 0.4, -0.9], [-0.4, -0.4, 1.8], [1.0, 1.0, 1.2], [0.1, 0.4, -2.4], [-1.5, -0.8, -1.7], [0.7, 0.3, -1.1], [1.4, -1.6, -2.3], [-0.4, 0.3, 0.5], [0.1, 0.0, -0.2], [0.1, 0.6, -0.2], [0.2, 0.6, -0.2], [0.3, 0.6, 0.1], [-0.6, -0.3, 0.0], [1.4, -2.4, -0.4], [0.3, 0.0, 0.1], [0.9, 0.0, 0.8], [0.1, 0.1, -0.2], [0.3, 0.0, 0.1], [0.2, -0.2, 0.1], [-0.5, -2.3, -1.3], [0.0, -0.3, -0.5], [-1.9, 3.9, 0.9], [1.1, -0.2, -0.8], [-2.1, 1.0, 0.2], [2.5, 3.1, 0.4], [-1.1, 0.3, 0.0], [0.4, -0.2, 1.2], [2.7, -0.6, -0.4], [-0.4, 0.3, 0.5], [-0.1, -0.3, -0.5], [-0.9, 2.6, 0.1], [0.3, -0.1, -0.6], [-2.6, -2.9, -1.0], [0.3, -0.1, 1.2], [-0.1, -0.1, -0.1], [-0.1, -0.9, -0.3], [0.0, -0.1, 0.1], [0.0, -0.4, -0.3], [0.0, -0.2, 0.0], [0.1, -0.1, 0.1], [0.0, 0.0, 0.1], [-0.1, 0.0, 0.1], [0.0, -0.2, 0.1], [0.0, 0.5, -0.9], [-0.1, -0.1, -0.2], [0.0, 0.0, 0.0], [-0.1, 0.0, 0.0], [-0.1, 0.0, 0.0], [0.0, -0.2, 0.0], [0.9, 0.5, -0.3], [0.3, -0.8, 0.6], [0.1, 0.2, 0.2], [0.1, 0.0, 0.0], [0.2, -0.2, -0.1], [0.4, 0.1, -0.3], [-0.1, 0.0, 0.0], [0.0, -0.1, 0.0], [0.0, -0.1, 0.0], [0.1, -0.1, 0.2], [0.0, -0.3, 0.0], [-0.1, 0.1, 0.0], [0.3, 0.2, 0.0], [0.3, 0.2, 0.0], [-0.9, 1.4, 0.4], [0.9, 1.7, -0.2], [0.0, -0.3, 0.0], [1.1, 1.7, 0.4], [-0.1, 0.0, 0.3], [-1.2, -0.8, -1.2], [0.2, -0.2, -0.2], [-0.1, 0.0, 0.3], [0.0, -0.1, 0.0], [0.1, 0.0, 0.2], [-0.3, 0.6, 1.4], [0.1, -0.1, 0.0], [0.1, -0.1, 0.2], [1.4, -0.1, -0.9], [0.3, 0.2, 0.0], [-0.2, 0.0, -0.3], [0.1, 0.0, -0.1], [-0.2, 0.0, -0.3], [0.2, -0.2, -0.1], [0.0, -0.1, 0.0], [0.3, 0.2, 0.0], [0.4, 0.2, -0.3], [-0.2, 0.1, 0.1], [0.0, 0.1, 0.0], [0.1, 0.0, 0.0], [0.1, 0.0, -0.1], [-0.1, 0.0, 0.0], [0.1, 0.1, -0.2], [-0.2, -0.1, 0.0], [-0.1, 0.0, 0.3], [-0.1, 0.0, 0.2], [0.1, 0.1, -0.2], [-0.2, -0.1, 0.0], [-0.3, 0.1, -0.1], [1.0, -0.7, 1.0], [0.0, -0.1, 0.0], [0.1, -0.1, 0.0]]}


{"formula": "C37H49As3F10N3SeY", "method": "ωB97M-V with the def2-TZVPD basis set", "e_tot_ev": -319714.87821, "de_lowest_kcal_mol": 3.3, "lumo_energy_ev": 0.13, "species": ["Y", "Se", "As", "As", "As", "F", "F", "F", "F", "F", "F", "F", "F", "F", "F", "N", "N", "N", "C", "C", "C", "C", "C", "C", "C", "C", "C", "C", "C", "C", "C", "C", "C", "C", "C", "C", "C", "C", "C", "C", "C", "C", "C", "C", "C", "C", "C", "C", "C", "C", "C", "C", "C", "C", "C", "H", "H", "H", "H", "H", "H", "H", "H", "H", "H", "H", "H", "H", "H", "H", "H", "H", "H", "H", "H", "H", "H", "H", "H", "H", "H", "H", "H", "H", "H", "H", "H", "H", "H", "H", "H", "H", "H", "H", "H", "H", "H", "H", "H", "H", "H", "H", "H", "H"], "xyz": [[-0.3532, 0.0022, 0.1989], [-0.1972, -2.5011, -0.9099], [-0.3378, 0.3493, -2.7379], [-4.8532, 2.4399, -4.8760], [-3.1796, -0.3459, -0.3763], [-3.6915, 4.2186, -0.0450], [-0.0190, 6.9940, 0.9406], [-2.1202, -1.1728, 2.0799], [-2.7175, 6.7154, 0.6624], [1.6485, 5.0171, 0.6162], [0.9379, 0.6149, 5.2257], [-4.0180, -1.2409, 3.9791], [-0.9182, 0.4707, 7.0720], [-2.0088, 2.1998, -0.4878], [-3.4348, -0.4170, 6.5430], [0.3397, -0.2971, 2.4590], [0.5795, 2.3053, -0.1844], [2.2552, 0.0081, 0.3163], [-1.8962, 5.6811, 0.4576], [-0.1562, -4.3805, -0.4008], [2.7704, 1.3857, 0.4297], [-2.5073, -0.3884, 5.5828], [1.7720, -0.2537, 2.7445], [-3.9792, -2.1248, -0.2819], [0.0085, -6.1666, 1.1901], [0.6582, 1.8136, -3.5940], [-4.3444, 0.5477, -4.4717], [-1.8213, -0.7316, 3.3327], [-3.3521, 0.1070, -3.3767], [0.0332, -3.8564, 2.0988], [-0.0410, -4.7994, 0.9268], [-3.0941, -1.3961, -3.5532], [-4.6680, 3.4386, -3.1867], [-4.0104, 0.3700, -2.0168], [-0.0041, -8.5866, 0.4969], [2.8909, -0.6478, -0.8338], [-0.0933, 3.4484, 0.0397], [-0.3603, -4.9005, -2.8815], [-1.4973, 3.4044, -0.0885], [-3.1992, 3.1136, -5.7162], [-0.5006, -0.2844, 3.5208], [-1.2234, 0.0579, 5.8422], [-0.2537, 0.1105, 4.8577], [-2.8014, -0.7881, 4.2925], [2.0090, 2.3463, -0.4614], [-0.1859, -6.6673, -1.1258], [-0.2348, -5.3157, -1.4416], [-0.0608, -7.1153, 0.1830], [-4.4336, 0.5577, 0.8245], [2.5568, -0.7527, 1.5417], [-2.0509, 0.8960, -3.5719], [0.3438, 4.7507, 0.3959], [-2.3818, 4.4341, 0.1135], [-0.5235, 5.8101, 0.5902], [0.2646, -0.9956, -4.0355], [0.0393, -0.6687, -5.0508], [-3.9923, 0.1788, -5.4414], [3.8374, 1.4076, 0.1716], [-2.1959, 1.9279, -3.2454], [-4.0224, -1.9625, -3.4493], [-4.8553, 4.4853, -3.4288], [-0.1933, -1.9591, -3.8333], [2.0982, 0.7494, 3.0290], [2.1733, 2.0571, -1.5071], [2.2839, -1.7955, 1.3641], [-5.3006, 0.0475, -4.2943], [2.4508, 3.3304, -0.3360], [-0.8213, -8.8759, 1.1599], [-0.4583, -5.7711, -3.5289], [3.6325, -0.7077, 1.7633], [3.9827, -0.6607, -0.7197], [1.7194, 1.5661, -3.5969], [0.5136, 2.7544, -3.0642], [-2.6748, -1.6020, -4.5406], [-5.4447, 0.4259, 0.4384], [1.3437, -1.1048, -3.9230], [-0.2463, -7.3943, -1.9290], [-5.4201, 3.1274, -2.4632], [0.9315, -8.8427, 0.9970], [-2.3852, -1.7545, -2.8005], [0.5203, -4.3315, -3.1869], [-2.3924, 3.2872, -5.0054], [-2.8586, 2.4222, -6.4871], [2.6458, -0.1103, -1.7510], [-5.0230, -0.0432, -2.0279], [2.0200, -0.9113, 3.5826], [-1.2310, -4.2562, -3.0206], [-4.9822, -2.1035, -0.7071], [2.5289, -1.6683, -0.9295], [-3.3627, -2.8493, -0.8105], [-4.0374, -2.4176, 0.7654], [0.1013, -6.4892, 2.2230], [-0.0833, -2.8203, 1.7949], [2.6685, 1.7282, 1.4561], [0.3281, 1.9207, -4.6268], [-4.1072, 1.4426, -1.8480], [-0.7516, -4.0906, 2.8212], [0.9936, -3.9615, 2.6096], [-4.2158, 1.6235, 0.8764], [-3.6782, 3.3680, -2.7354], [-1.8232, 0.9187, -4.6398], [-0.0767, -9.1800, -0.4137], [-3.4401, 4.0602, -6.2001], [-4.3874, 0.1337, 1.8259]], "forces_ev_per_a": [[1.4, 0.7, 1.4], [0.1, -0.6, -0.3], [0.0, 0.1, -1.3], [0.1, -0.1, 0.0], [-1.2, -0.1, -0.4], [-0.1, 0.0, 0.0], [0.0, 0.1, 0.0], [0.0, 0.0, -0.2], [0.0, 0.1, 0.0], [0.0, 0.0, 0.0], [0.1, 0.0, 0.0], [-0.1, 0.0, 0.0], [0.0, 0.0, 0.1], [-0.1, -0.1, 0.1], [-0.1, 0.0, 0.1], [0.1, 0.3, -0.8], [0.1, -0.9, 0.3], [-0.2, 0.0, 0.0], [0.1, -0.1, 0.0], [-0.1, 0.5, 0.1], [-0.1, 0.2, -0.1], [0.1, 0.0, -0.1], [-0.1, 0.0, -0.1], [0.1, 0.0, 0.0], [0.0, 0.0, 0.0], [0.0, 0.0, 0.2], [-0.1, 0.2, 0.0], [0.3, 0.0, 0.0], [0.1, -0.1, 0.0], [0.0, 0.0, -0.1], [0.0, -0.1, 0.1], [0.0, 0.2, 0.1], [0.0, 0.0, -0.1], [0.2, 0.0, 0.0], [0.0, 0.1, 0.0], [0.1, 0.0, 0.0], [-0.4, 0.5, 0.0], [0.0, 0.0, 0.1], [0.2, 0.0, 0.0], [0.0, 0.1, 0.0], [-0.3, 0.0, 0.6], [-0.1, -0.1, 0.0], [-0.1, 0.0, -0.3], [0.1, 0.0, 0.1], [-0.1, -0.1, -0.1], [0.0, 0.0, 0.0], [0.0, 0.0, 0.0], [0.0, 0.0, 0.0], [0.0, 0.1, 0.1], [-0.1, 0.0, 0.2], [0.0, 0.0, 0.2], [0.0, -0.3, 0.0], [0.1, 0.0, 0.0], [-0.1, 0.1, 0.0], [0.0, 0.0, 0.2], [0.0, 0.1, 0.0], [0.0, 0.0, 0.0], [0.0, -0.1, 0.1], [0.0, 0.0, -0.1], [0.0, 0.0, 0.0], [0.0, 0.0, 0.0], [0.0, 0.0, 0.0], [0.1, 0.0, 0.1], [0.1, 0.1, 0.0], [0.0, 0.0, -0.1], [0.0, 0.0, 0.0], [0.0, 0.0, -0.1], [0.0, 0.0, 0.0], [0.0, 0.0, 0.0], [0.0, 0.0, -0.1], [0.0, 0.0, 0.0], [0.0, 0.0, 0.0], [0.0, 0.0, 0.0], [0.0, 0.0, 0.0], [0.0, 0.0, 0.0], [0.0, 0.0, 0.0], [0.0, 0.0, 0.0], [0.0, 0.0, 0.0], [0.0, 0.0, 0.0], [0.0, -0.1, 0.0], [0.0, 0.0, -0.1], [0.0, 0.0, 0.0], [0.0, 0.0, 0.0], [0.0, 0.0, 0.0], [0.0, 0.0, 0.0], [0.0, 0.0, 0.0], [0.0, 0.0, -0.1], [0.0, 0.0, 0.0], [-0.1, 0.0, 0.0], [0.0, 0.0, 0.0], [0.0, 0.0, 0.0], [0.0, 0.0, 0.0], [0.0, 0.0, 0.0], [0.0, 0.0, 0.0], [-0.1, -0.1, 0.0], [0.0, -0.1, 0.1], [0.0, 0.0, 0.0], [0.0, 0.0, 0.0], [0.0, 0.0, 0.0], [0.0, 0.0, 0.0], [0.1, 0.0, 0.0], [0.0, 0.0, 0.0], [0.0, 0.0, 0.0], [0.1, 0.0, 0.0]]}


{"formula": "C3H6ClOPS", "method": "ωB97M-V with the def2-TZVPD basis set", "e_tot_ev": -37900.42504, "de_lowest_kcal_mol": 61.6, "lumo_energy_ev": [-2.13, -2.21], "species": ["Cl", "S", "P", "O", "C", "C", "C", "H", "H", "H", "H", "H", "H"], "xyz": [[2.3332, 1.8027, -0.2808], [4.1220, -1.5635, -0.3650], [1.6840, -0.0482, 0.1657], [1.9505, -0.1030, 1.7532], [-0.1044, 0.2769, 0.2461], [-2.4253, 0.0376, -0.6226], [-0.9622, -0.2323, -0.6248], [2.8094, -0.4824, 1.9623], [-0.6048, -0.8989, -1.3992], [-2.9654, -0.8633, -0.3254], [-2.6789, 0.8423, 0.0625], [-0.4010, 0.9325, 1.0556], [-2.7570, 0.2996, -1.6276]], "forces_ev_per_a": [[0.3, 0.8, -0.4], [-1.0, 0.5, 0.1], [0.3, -0.8, 0.1], [-0.3, 0.0, 0.3], [0.7, -0.3, -0.1], [-0.1, 0.0, 0.0], [0.0, 0.0, 0.0], [0.3, -0.1, -0.1], [0.1, -0.1, -0.1], [-0.1, 0.0, 0.0], [-0.1, 0.0, 0.0], [-0.1, 0.1, 0.1], [-0.1, 0.0, 0.0]]}